Entry w
{
  "formula": "C3H10NS",
  "method": "ωB97M-V/def2-TZVPD",
  "elements": ["C", "N", "H", "H", "H", "H", "C", "C", "S", "H", "H", "H", "H", "H", "H"],
  "coordinates": [[-1.61120, 0.64642, -0.26782], [-1.71321, 1.93471, -0.08600], [-1.51054, -0.12735, 0.51713], [-2.04775, 0.37220, -1.34029], [-2.46500, 2.31576, -0.67712], [-1.11060, 2.45321, 0.61697], [0.83717, -1.74975, 0.23455], [1.31156, -0.34123, 0.47350], [1.08817, 0.94173, -0.85803], [1.67641, -2.44331, 0.02094], [-0.02840, -1.85633, -0.37810], [0.51447, -2.17264, 1.23804], [0.65936, -0.09902, 1.29194], [2.31263, -0.33533, 0.91103], [2.08695, 0.46093, -1.69672]],
  "homo_lumo_gap_ev": 7.9742,
  "total_charge": 1,
  "lumo_ev": -5.67,
  "homo_energy_ha": -0.5016
}

***

Entry x
{
  "formula": "C3H10NS",
  "method": "ωB97M-V/def2-TZVPD",
  "elements": ["C", "C", "C", "N", "S", "H", "H", "H", "H", "H", "H", "H", "H", "H", "H"],
  "coordinates": [[0.37814, 1.00594, -1.24808], [-0.05955, 0.69304, 1.20413], [0.75102, 0.39950, 0.02531], [-0.76382, -1.85138, -0.34949], [2.28565, -0.41755, 0.00676], [1.11742, 1.58285, -1.76062], [0.13452, 0.22990, -1.86140], [-0.47841, 1.74906, -1.08082], [-0.06774, 1.82974, 1.33507], [-1.14845, 0.36518, 0.94657], [0.42747, 0.42954, 2.17070], [-0.17986, -2.50871, -0.88144], [-0.43907, -1.98613, 0.58713], [-1.66951, -2.32493, -0.45251], [2.24624, -0.76054, 1.32919]],
  "homo_lumo_gap_ev": 9.1488,
  "total_charge": 1,
  "lumo_ev": -5.75,
  "homo_energy_ha": -0.5474
}

***

It is entry w that is the least stable of them.

***

Entry w
{
  "formula": "C3H10NS",
  "method": "ωB97M-V/def2-TZVPD",
  "elements": ["C", "N", "H", "H", "H", "H", "C", "S", "C", "H", "H", "H", "H", "H", "H"],
  "coordinates": [[0.23199, -1.46933, 0.01677], [-0.29832, -1.49415, 1.32715], [1.11767, -2.07127, -0.13993], [-0.52530, -1.73350, -0.72425], [0.00165, -2.29694, 1.83537], [-1.30272, -1.49640, 1.34499], [-0.78221, 0.81707, -1.50004], [0.71577, 0.26968, -0.61602], [0.93750, 1.54030, 0.70030], [-0.71700, 0.39093, -2.49882], [-0.55708, 1.87347, -1.61084], [-1.69639, 0.51986, -1.00160], [1.55921, 2.33978, 0.32053], [-0.06010, 1.82352, 1.02028], [1.37533, 0.98699, 1.52611]],
  "homo_lumo_gap_ev": 11.3394,
  "total_charge": 1,
  "lumo_ev": -3.10,
  "homo_energy_ha": -0.5306
}

***

Entry x
{
  "formula": "C3H10NS",
  "method": "ωB97M-V/def2-TZVPD",
  "elements": ["C", "C", "C", "N", "S", "H", "H", "H", "H", "H", "H", "H", "H", "H", "H"],
  "coordinates": [[-2.13582, -0.47744, -0.15507], [-0.59702, 1.32128, 0.09033], [1.51048, -0.51836, -0.39602], [-1.55171, 0.73484, -0.55246], [2.86274, 0.28648, 0.10906], [-1.86711, -1.32950, -0.71715], [-1.81626, -0.63374, 0.83362], [-3.20502, -0.43390, -0.39640], [-0.40715, 2.33227, -0.06359], [0.26704, 0.50187, 0.38756], [1.06698, -1.53125, -0.02861], [1.21522, -0.50586, -1.38386], [2.53589, 0.13257, 1.55740], [-2.14750, 1.22499, -1.18545], [4.04645, -0.55274, 0.32567]],
  "homo_lumo_gap_ev": 7.6591,
  "total_charge": 1,
  "lumo_ev": -4.47,
  "homo_energy_ha": -0.4457
}

***

It is entry x that is the least stable of them.

***

Entry w
{
  "formula": "C3H4N2O2",
  "method": "ωB97M-V/def2-TZVPD",
  "elements": ["O", "C", "N", "N", "C", "C", "O", "H", "H", "H", "H"],
  "coordinates": [[0.18051, -0.63508, -1.90306], [0.06156, -0.56478, -0.71503], [-0.82938, -1.21699, 0.06557], [-1.01768, -0.53109, 1.23666], [-0.09171, 0.33386, 1.28481], [0.64183, 0.49695, 0.08885], [0.33077, 1.57168, -0.66578], [-1.39459, -2.01742, -0.05955], [-0.24516, 0.96881, 2.09039], [1.83169, 0.33233, 0.21979], [0.53216, 1.26174, -1.64263]],
  "homo_lumo_gap_ev": 10.3514,
  "total_charge": 0,
  "lumo_ev": 0.48,
  "smiles": "O=C1NN=C[C@@H]1O",
  "homo_energy_ha": -0.3627
}

***

Entry x
{
  "formula": "C3H4N2O2",
  "method": "ωB97M-V/def2-TZVPD",
  "elements": ["O", "C", "C", "O", "N", "C", "N", "H", "H", "H", "H"],
  "coordinates": [[-2.11563, 1.62156, 0.10041], [-1.97611, 0.44359, -0.18640], [-0.87737, -0.50509, -0.04483], [-1.03496, -1.66073, 0.18983], [0.42138, -0.12362, -0.40108], [1.71748, -0.45144, 0.13507], [1.27417, 0.89387, -0.19673], [-2.64059, -0.08770, -0.79538], [2.48022, -0.89571, -0.62200], [1.75145, -0.78113, 1.20193], [0.99996, 1.54638, 0.61918]],
  "homo_lumo_gap_ev": 8.6400,
  "total_charge": 0,
  "lumo_ev": -0.49,
  "smiles": "O=CC(=O)N1CN1",
  "homo_energy_ha": -0.3355
}

***

Entry y
{
  "formula": "C3H4N2O2",
  "method": "ωB97M-V/def2-TZVPD",
  "elements": ["C", "C", "C", "H", "H", "H", "H", "N", "N", "O", "O"],
  "coordinates": [[1.65403, -1.01220, 0.21538], [-1.73229, -0.25332, 0.12646], [0.19698, 0.83628, -0.02318], [1.79572, -0.82044, 1.52148], [1.48153, -2.22103, -0.11361], [2.51243, -0.52152, -0.72029], [-2.63223, -0.71894, 0.55135], [0.42769, -0.53505, -0.23904], [-1.16166, 0.90301, 0.03571], [-0.71765, -1.23909, -0.18988], [0.87616, 1.77429, -0.02606]],
  "homo_lumo_gap_ev": 9.7315,
  "total_charge": 0,
  "lumo_ev": 0.22,
  "homo_energy_ha": -0.3496
}

***

It is entry y that is the least stable of them.

***

Entry w
{
  "formula": "C3H4N2O2",
  "method": "ωB97M-V/def2-TZVPD",
  "elements": ["N", "C", "N", "O", "C", "C", "O", "H", "H", "H", "H"],
  "coordinates": [[-0.05557, -0.57451, 0.28382], [1.11314, -0.24875, -0.12795], [-0.88587, -1.61559, -0.08664], [2.21539, -0.96302, -0.19300], [-0.29148, 1.28614, 0.09145], [-1.10252, 2.21677, 0.15770], [1.13327, 1.08006, -0.18234], [2.97458, -0.36927, -0.29015], [-1.36437, -1.94730, 0.74463], [-1.59808, -1.26882, -0.72324], [-2.13850, 2.40428, 0.32571]],
  "homo_lumo_gap_ev": 8.0836,
  "total_charge": 0,
  "lumo_ev": 0.24,
  "homo_energy_ha": -0.2882
}

***

Entry x
{
  "formula": "C3H4N2O2",
  "method": "ωB97M-V/def2-TZVPD",
  "elements": ["C", "N", "C", "N", "H", "H", "H", "H", "O", "C", "O"],
  "coordinates": [[-1.38104, -0.50342, -0.13739], [0.04216, -0.19551, 0.01592], [0.93786, -1.12218, -0.53638], [0.83459, -1.40927, 0.66616], [-1.57963, -1.45335, -0.64895], [-1.83436, -0.53087, 0.85698], [-1.83510, 0.32001, -0.69758], [1.43441, -1.38678, -1.46194], [2.15081, 1.68107, 0.30931], [1.10219, 2.06672, 0.64986], [0.09879, 2.54321, 1.00600]],
  "homo_lumo_gap_ev": 10.5866,
  "total_charge": 0,
  "lumo_ev": 0.81,
  "smiles": "CN1C=N1.O=C=O",
  "homo_energy_ha": -0.3592
}

***

It is entry w that is the least stable of them.

***

Entry w
{
  "formula": "C6H6O3",
  "method": "ωB97M-V/def2-TZVPD",
  "elements": ["O", "C", "C", "O", "C", "O", "C", "C", "C", "H", "H", "H", "H", "H", "H"],
  "coordinates": [[-2.87907, 0.51351, -0.05463], [-1.71466, 0.35245, -0.08734], [-0.55519, 1.31870, -0.14614], [-0.81306, 2.49749, 0.03768], [0.73254, 0.49724, 0.03153], [1.95394, 1.26627, -0.02441], [0.29286, -0.65396, -0.95333], [-0.84834, -0.89299, -0.00149], [0.16724, -0.51465, 1.13414], [2.75811, 0.55170, -0.29170], [1.07605, -1.41044, -0.97984], [0.12899, -0.50640, -2.06190], [-1.24065, -1.88646, 0.20145], [-0.15610, -0.10521, 2.09455], [1.09736, -1.02725, 1.10142]],
  "homo_lumo_gap_ev": 9.1038,
  "total_charge": 0,
  "lumo_ev": -0.07,
  "smiles": "O=C1C(=O)[C@]2(O)C[C@H]1C2",
  "homo_energy_ha": -0.3372
}

***

Entry x
{
  "formula": "C6H6O3",
  "method": "ωB97M-V/def2-TZVPD",
  "elements": ["C", "C", "C", "C", "C", "C", "H", "H", "H", "H", "H", "H", "O", "O", "O"],
  "coordinates": [[1.12240, 1.09215, -0.25776], [0.35544, 0.76810, -1.51005], [-0.62880, -0.22261, -1.43350], [-0.87204, -0.88052, -0.38451], [-0.24435, -0.72843, 0.81330], [0.80914, 0.25161, 0.80559], [2.34358, 1.87242, 0.63793], [0.47512, 1.63930, -2.28304], [-0.95270, -0.29822, -2.60170], [-2.67097, -1.33857, 0.31855], [-0.31396, -1.09351, 2.70190], [1.03352, 0.42379, 2.07890], [1.98042, 1.98992, -0.22391], [-1.86591, -1.97451, -0.47021], [-0.57090, -1.50091, 1.80851]],
  "homo_lumo_gap_ev": 8.4271,
  "total_charge": 0,
  "lumo_ev": 0.36,
  "homo_energy_ha": -0.2965
}

***

It is entry x that is the least stable of them.

***

Entry w
{
  "formula": "C2H8N2O2",
  "method": "ωB97M-V/def2-TZVPD",
  "elements": ["N", "C", "O", "O", "H", "H", "H", "C", "N", "H", "H", "H", "H", "H"],
  "coordinates": [[0.04770, -1.10841, -0.69164], [-1.03903, 0.24058, -1.24900], [-2.14331, -0.19477, -1.25812], [-0.34856, 1.20244, -1.35380], [-0.58047, -1.85638, -0.44990], [0.65657, -1.36310, -1.45817], [0.60595, -0.71855, 0.08691], [0.93205, 0.43678, 2.44017], [1.86068, -0.21910, 1.50234], [0.22786, -0.30227, 2.81480], [1.42628, 0.88696, 3.30391], [0.38314, 1.21158, 1.90965], [2.42806, -0.89190, 2.00270], [2.51566, 0.46884, 1.14749]],
  "homo_lumo_gap_ev": 10.7225,
  "total_charge": 0,
  "lumo_ev": 0.64,
  "smiles": "[NH3+]C(=O)[O-].CN",
  "homo_energy_ha": -0.3704
}

***

Entry x
{
  "formula": "C2H8N2O2",
  "method": "ωB97M-V/def2-TZVPD",
  "elements": ["N", "C", "C", "O", "H", "H", "H", "H", "H", "N", "O", "H", "H", "H"],
  "coordinates": [[-0.77815, 0.80326, 1.02172], [-1.39186, 0.09088, -0.08097], [-0.41522, -1.17059, -0.50579], [0.25102, -1.72365, 0.32058], [-0.34430, 0.14520, 1.66222], [-1.43558, 1.39557, 1.51311], [-2.34128, -0.41362, 0.16354], [-1.62528, 0.77266, -0.90743], [-0.78715, -1.64953, -1.42422], [2.24385, 0.50674, -0.07891], [1.25095, 0.52225, -1.11495], [1.94554, -0.20163, 0.59758], [3.07245, 0.10736, -0.51628], [0.35502, 0.81511, -0.65019]],
  "homo_lumo_gap_ev": 9.7539,
  "total_charge": 0,
  "lumo_ev": 0.86,
  "smiles": "NCC=O.NO",
  "homo_energy_ha": -0.3268
}

***

Entry y
{
  "formula": "C2H8N2O2",
  "method": "ωB97M-V/def2-TZVPD",
  "elements": ["O", "C", "O", "H", "H", "N", "C", "N", "H", "H", "H", "H", "H", "H"],
  "coordinates": [[-1.70343, -3.06919, -0.09033], [-0.65608, -3.28211, 0.50728], [0.63095, -3.07239, -0.01065], [-0.62342, -3.41894, 1.60440], [0.49516, -3.05101, -0.92838], [1.16903, 1.25051, -0.71611], [0.20371, 1.67031, 0.36451], [-1.01656, 2.25289, -0.04145], [1.99355, 1.02926, -0.22524], [1.48904, 1.88688, -1.37200], [0.81706, 2.48642, 0.78615], [0.13900, 0.70307, 0.95045], [-1.85898, 1.68124, -0.09355], [-1.07903, 2.93306, -0.73508]],
  "homo_lumo_gap_ev": 9.4994,
  "total_charge": 0,
  "lumo_ev": 0.87,
  "smiles": "O=CO.NCN",
  "homo_energy_ha": -0.3170
}

***

Entry z
{
  "formula": "C2H8N2O2",
  "method": "ωB97M-V/def2-TZVPD",
  "elements": ["N", "C", "N", "C", "O", "H", "H", "H", "H", "H", "H", "O", "H", "H"],
  "coordinates": [[-0.05709, 1.46531, -0.54931], [0.57204, 0.17921, -0.97444], [0.39119, -0.80545, 0.10583], [1.41498, -1.22110, 0.98699], [2.55388, -0.75819, 0.92016], [-0.38814, 2.06915, -1.26620], [0.65507, 1.96940, 0.01357], [1.64736, 0.31887, -1.21880], [-0.02902, -0.20497, -1.87956], [-0.61633, -1.17909, 0.08136], [1.14689, -1.87427, 1.91847], [-2.39408, -0.38527, 0.47882], [-1.95710, 0.52048, 0.21258], [-2.93966, -0.09407, 1.17054]],
  "homo_lumo_gap_ev": 10.3830,
  "total_charge": 0,
  "lumo_ev": 0.78,
  "smiles": "NCNC=O.O",
  "homo_energy_ha": -0.3530
}

***

It is entry x that is the least stable of them.

***

Entry w
{
  "formula": "C2H8N2O2",
  "method": "ωB97M-V/def2-TZVPD",
  "elements": ["C", "N", "C", "N", "O", "H", "H", "H", "H", "H", "H", "O", "H", "H"],
  "coordinates": [[-0.15401, 1.83071, 1.27100], [-0.05701, 0.70939, 0.36070], [1.12920, 0.35511, -0.21404], [1.04062, -0.67824, -1.13347], [2.20174, 0.81587, 0.13994], [0.16271, 1.53832, 2.27390], [-1.17186, 2.20834, 1.23906], [0.51662, 2.63059, 0.97010], [-0.83036, 0.06584, 0.35860], [0.10193, -0.92868, -1.38803], [1.80572, -0.74871, -1.76880], [-3.03685, -2.34322, -0.41609], [-3.87515, -2.16226, 0.01760], [-2.69493, -3.14363, -0.00835]],
  "homo_lumo_gap_ev": 9.8657,
  "total_charge": 0,
  "lumo_ev": 0.52,
  "smiles": "CNC(N)=O.O",
  "homo_energy_ha": -0.3434
}

***

Entry x
{
  "formula": "C2H8N2O2",
  "method": "ωB97M-V/def2-TZVPD",
  "elements": ["C", "N", "N", "O", "O", "C", "H", "H", "H", "H", "H", "H", "H", "H"],
  "coordinates": [[1.79753, 0.67563, -0.51045], [1.34295, -0.62161, -0.04833], [0.21966, -0.54114, 0.69401], [0.03205, -1.79891, 1.27369], [-0.93310, -0.44403, -0.39283], [-1.99403, 0.42535, -0.14809], [1.91337, 1.32353, 0.35694], [1.09648, 1.13333, -1.21665], [2.76781, 0.54226, -0.98347], [1.22035, -1.28649, -0.82116], [-0.43973, -1.63273, 2.10049], [-1.72411, 1.28417, 0.47982], [-2.92763, 0.05628, 0.29000], [-2.37161, 0.88436, -1.07399]],
  "homo_lumo_gap_ev": 10.4346,
  "total_charge": 0,
  "lumo_ev": 1.03,
  "smiles": "CNN(O)OC",
  "homo_energy_ha": -0.3456
}

***

Entry y
{
  "formula": "C2H8N2O2",
  "method": "ωB97M-V/def2-TZVPD",
  "elements": ["N", "C", "N", "C", "O", "H", "H", "H", "H", "H", "H", "O", "H", "H"],
  "coordinates": [[-0.21747, -2.13338, 1.62003], [0.62655, -0.93617, 1.54011], [1.13145, -0.76099, 0.16368], [0.63972, 0.28037, -0.61326], [0.24515, 1.33584, -0.17304], [-0.44687, -2.34876, 0.66188], [0.20623, -2.94075, 2.05802], [0.01063, -0.05425, 1.69860], [1.49694, -1.03666, 2.18381], [2.05999, -1.04582, -0.09879], [0.65015, 0.08925, -1.69958], [-2.47294, 3.37354, -2.34686], [-1.94137, 2.76616, -1.81789], [-1.98815, 3.41161, -3.17670]],
  "homo_lumo_gap_ev": 10.2819,
  "total_charge": 0,
  "lumo_ev": 0.72,
  "smiles": "NCNC=O.O",
  "homo_energy_ha": -0.3513
}

***

It is entry x that is the least stable of them.

***

Entry w
{
  "formula": "C5H14N2O",
  "method": "ωB97M-V/def2-TZVPD",
  "elements": ["N", "C", "N", "C", "C", "C", "C", "O", "H", "H", "H", "H", "H", "H", "H", "H", "H", "H", "H", "H", "H", "H"],
  "coordinates": [[-1.97674, 0.57392, -3.22618], [-0.75869, 0.06485, -2.63546], [-1.04781, -0.02458, -1.20070], [-0.22284, -0.81546, -0.27025], [0.85600, 0.09900, 0.40778], [0.43483, 0.59084, 1.83146], [0.94451, -0.34106, 2.90672], [2.36240, -0.61314, 2.72607], [-1.84213, 1.09918, -4.06525], [-2.87023, 0.13047, -3.06769], [0.00617, 0.91810, -2.64659], [-0.44089, -0.91013, -3.00352], [-2.00723, 0.00410, -0.89513], [0.31879, -1.52738, -0.92255], [-0.87246, -1.21715, 0.53107], [1.83192, -0.35278, 0.46591], [0.87624, 1.02425, -0.23170], [-0.63705, 0.74499, 1.82307], [0.78625, 1.57215, 2.15610], [0.89750, 0.11791, 3.90249], [0.58661, -1.37877, 2.86743], [2.77486, 0.24069, 2.54694]],
  "homo_lumo_gap_ev": 9.2592,
  "total_charge": 0,
  "lumo_ev": 1.10,
  "smiles": "NCNCCCCO",
  "homo_energy_ha": -0.2999
}

***

Entry x
{
  "formula": "C5H14N2O",
  "method": "ωB97M-V/def2-TZVPD",
  "elements": ["H", "N", "C", "C", "C", "O", "H", "H", "H", "H", "H", "H", "C", "C", "N", "H", "H", "H", "H", "H", "H", "H"],
  "coordinates": [[0.07016, -1.24444, -2.27445], [-0.51956, -1.61979, -1.52880], [-0.05577, -1.35456, -0.35727], [-0.77452, -1.90341, 0.84785], [1.69079, -1.26070, -0.14883], [2.43274, -0.24895, 0.46531], [-1.78980, -1.49771, 0.86051], [-0.85143, -2.99069, 0.77352], [-0.27237, -1.62072, 1.77382], [2.05583, -1.30300, -1.17828], [2.04738, -2.18731, 0.31912], [2.27943, -0.32167, 1.42606], [-1.50592, 1.75290, -0.86392], [-0.50115, 1.31030, 0.16526], [0.53084, 2.30293, 0.39853], [-2.05701, 2.64170, -0.53335], [-1.02868, 2.00861, -1.81520], [-2.23081, 0.95631, -1.05240], [-0.98106, 1.03833, 1.10957], [0.19959, 0.26360, -0.15887], [1.11627, 2.05138, 1.19020], [0.14507, 3.22691, 0.58160]],
  "homo_lumo_gap_ev": 9.2381,
  "total_charge": 0,
  "lumo_ev": 0.59,
  "smiles": "[H]/N=C(/C)CO.CCN",
  "homo_energy_ha": -0.3178
}

***

It is entry x that is the least stable of them.